No. 1
{"formula": "C25H44Cl3InN4O3Si", "method": "ωB97M-V with the def2-TZVPD basis set", "homo_lumo_gap_ev": 8.49, "homo_energy_ev": -8.1820, "lumo_ha": 0.01149, "symbols": ["C", "C", "H", "H", "H", "C", "C", "H", "H", "H", "H", "In", "Cl", "Cl", "C", "O", "N", "C", "C", "H", "H", "H", "H", "H", "H", "H", "H", "H", "C", "C", "N", "H", "C", "O", "H", "H", "H", "H", "O", "C", "C", "C", "H", "C", "H", "C", "H", "C", "C", "H", "H", "H", "Si", "Cl", "C", "C", "C", "H", "H", "H", "H", "H", "H", "H", "H", "H", "C", "C", "C", "C", "N", "N", "C", "H", "H", "H", "H", "H", "H", "H", "H"], "coordinates": [[1.5803, -1.0266, -4.3375], [1.0724, 0.3668, -4.1213], [1.4204, -1.3372, -5.3760], [1.0732, -1.7270, -3.6562], [2.6618, -1.0918, -4.1237], [0.5938, 1.1556, -5.0968], [0.4164, 0.7754, -6.5332], [0.2975, 2.1830, -4.8628], [0.5595, -0.2925, -6.7344], [1.0997, 1.3267, -7.1954], [-0.5985, 1.0468, -6.8550], [0.2107, -0.6853, 0.0127], [2.6201, -0.7072, 0.1404], [-0.5725, -2.9042, -0.4398], [0.6395, 2.5272, 0.9230], [-0.1701, 1.5705, 0.8276], [0.2565, 3.8024, 1.0728], [-1.1300, 4.1841, 1.3334], [1.2328, 4.8800, 1.0177], [1.7347, 2.3720, 0.8822], [-1.7603, 3.2944, 1.3820], [-1.4844, 4.8491, 0.5341], [-1.1737, 4.7388, 2.2803], [2.1921, 4.4742, 0.6804], [1.3577, 5.3377, 2.0087], [0.9059, 5.6527, 0.3103], [-1.5908, -1.1621, -3.4587], [-2.2597, 1.5774, -3.8173], [-2.5838, -1.1960, -2.9882], [-3.1930, 1.1690, -3.3975], [-2.9133, 0.1144, -2.4413], [-2.5804, -1.9497, -2.1989], [-2.7654, 0.4175, -1.1411], [-2.3391, -0.3823, -0.2844], [-3.7348, 1.9747, -2.8847], [-3.0320, 1.4645, -0.8783], [-3.3348, -1.4241, -3.7531], [-3.7982, 0.7629, -4.2149], [0.1013, 0.1862, -1.9761], [1.1014, 0.8410, -2.6664], [-0.2336, 3.0068, -2.3970], [1.0009, 2.3671, -2.4745], [-1.1408, 2.3989, -2.3856], [-0.2920, 4.4022, -2.3937], [2.0918, 0.5323, -2.2878], [2.1779, 3.1141, -2.4535], [-1.2739, 4.8788, -2.3934], [0.8815, 5.1559, -2.4352], [2.1229, 4.5102, -2.4453], [3.1274, 2.5732, -2.5004], [0.8112, 6.2474, -2.4766], [3.0473, 5.0903, -2.4659], [0.4516, -5.9623, -0.6500], [0.8577, -4.9008, -2.4301], [-1.3821, -6.0299, -0.2156], [1.5809, -5.3154, 0.7086], [0.9268, -7.7223, -1.1379], [-1.9081, -5.0744, -0.3374], [-1.5166, -6.3454, 0.8290], [-1.8715, -6.7836, -0.8489], [0.1757, -8.0938, -1.8567], [0.9604, -8.4081, -0.2816], [1.9113, -7.7083, -1.6297], [1.4664, -4.2303, 0.8548], [2.6307, -5.5161, 0.4547], [1.3682, -5.8064, 1.6676], [1.5659, -2.5097, 5.1266], [0.6288, -1.8669, 4.1886], [-0.5906, -1.2184, 4.3790], [-1.0288, -0.7814, 3.1072], [-0.0841, -1.1123, 2.1992], [0.8700, -1.7979, 2.8723], [-2.2971, -0.1077, 2.7787], [1.8246, -1.8178, 5.9345], [1.1067, -3.3894, 5.5921], [2.4785, -2.8155, 4.6052], [-1.1041, -1.0819, 5.3137], [1.6757, -2.1859, 2.3927], [-3.0712, -0.4297, 3.4864], [-2.2089, 0.9882, 2.8529], [-2.6229, -0.3501, 1.7559]]}

No. 2
{"formula": "C25H44Cl5LiN6S3", "method": "ωB97M-V with the def2-TZVPD basis set", "homo_lumo_gap_ev": 8.26, "homo_energy_ev": -8.1662, "lumo_ha": 0.00337, "symbols": ["Li", "Cl", "C", "C", "C", "Cl", "C", "Cl", "C", "Cl", "C", "Cl", "C", "C", "C", "C", "N", "C", "S", "N", "C", "C", "C", "C", "H", "H", "H", "H", "H", "H", "H", "H", "H", "H", "H", "H", "H", "H", "H", "H", "H", "H", "H", "H", "C", "C", "C", "C", "N", "C", "S", "N", "C", "C", "C", "C", "H", "H", "H", "H", "H", "H", "H", "H", "H", "H", "H", "H", "H", "H", "H", "H", "H", "H", "H", "H", "N", "C", "N", "S", "H", "H", "H", "H"], "coordinates": [[0.6110, -0.1873, 3.1804], [3.2692, 1.1466, 4.4462], [3.5237, -0.3206, 3.4811], [2.4392, -1.1537, 3.2871], [2.7413, -2.3265, 2.6248], [1.4564, -3.5468, 2.4199], [3.9948, -2.6386, 2.0980], [4.2806, -4.1106, 1.2360], [5.0317, -1.7221, 2.2593], [6.5885, -2.0354, 1.5850], [4.8007, -0.5494, 2.9793], [6.0848, 0.5852, 3.2046], [3.0974, 1.6849, -2.8408], [3.9857, 0.9069, -1.8753], [3.4701, 0.8704, -0.4404], [2.1550, 0.1199, -0.2574], [0.9433, 0.9142, -0.4945], [0.3876, 1.6995, 0.4412], [1.0836, 1.9155, 1.9795], [-0.7514, 2.3384, 0.1329], [-1.3009, 2.5045, -1.2008], [-0.5147, 3.4558, -2.1021], [-0.6516, 4.9357, -1.7518], [0.0435, 5.3609, -0.4598], [3.5674, 1.7916, -3.8192], [2.8912, 2.6885, -2.4597], [2.1375, 1.1869, -3.0110], [4.9845, 1.3491, -1.8763], [4.1089, -0.1189, -2.2393], [3.3429, 1.8839, -0.0498], [4.2173, 0.3920, 0.1986], [2.0861, -0.2632, 0.7594], [2.1026, -0.7363, -0.9366], [0.6152, 1.0004, -1.4414], [-1.1222, 2.8770, 0.9029], [-2.3195, 2.8738, -1.0699], [-1.3943, 1.5206, -1.6741], [-0.8568, 3.2936, -3.1284], [0.5457, 3.1819, -2.0808], [-1.7149, 5.1943, -1.7054], [-0.2371, 5.5134, -2.5812], [-0.4579, 4.9942, 0.4363], [0.0783, 6.4482, -0.3830], [1.0714, 4.9910, -0.4247], [-4.2814, -1.6277, -2.5292], [-5.1520, -1.0185, -1.4343], [-4.4456, -0.8680, -0.0896], [-3.2246, 0.0522, -0.1172], [-1.9757, -0.6337, -0.4519], [-1.1934, -1.2258, 0.4664], [-1.5486, -1.1767, 2.1300], [-0.1131, -1.8887, 0.0274], [0.3591, -1.9494, -1.3450], [-0.3951, -2.9372, -2.2341], [-0.0392, -4.4032, -1.9895], [-0.5448, -4.9737, -0.6675], [-4.8504, -1.8061, -3.4423], [-3.8598, -2.5846, -2.2100], [-3.4518, -0.9687, -2.8051], [-6.0418, -1.6377, -1.3000], [-5.5107, -0.0369, -1.7610], [-4.1257, -1.8459, 0.2824], [-5.1513, -0.4754, 0.6459], [-3.0776, 0.5201, 0.8548], [-3.3622, 0.8463, -0.8549], [-1.8082, -0.8529, -1.4197], [0.4868, -2.2342, 0.7679], [1.4093, -2.2438, -1.2934], [0.3426, -0.9419, -1.7795], [-0.1773, -2.6798, -3.2745], [-1.4749, -2.8071, -2.0998], [1.0482, -4.5172, -2.0484], [-0.4519, -4.9922, -2.8121], [-0.0682, -4.5109, 0.1967], [-0.3526, -6.0455, -0.6105], [-1.6224, -4.8217, -0.5632], [-2.9006, 0.2541, 4.8025], [-2.1366, 1.2371, 4.2671], [-0.8244, 1.1974, 4.6563], [-2.7606, 2.3925, 3.2411], [-2.4575, -0.5934, 5.1224], [-3.7975, 0.1342, 4.3613], [-0.5975, 0.7309, 5.5224], [-0.2867, 2.0244, 4.4396]]}

No. 3
{"formula": "C25H44O2P4Tc", "method": "ωB97M-V with the def2-TZVPD basis set", "multiplicity": 4, "homo_lumo_gap_ev": [6.01, 4.95], "total_charge": 4, "homo_energy_ev": [-18.7191, -18.6693], "lumo_ha": [-0.46722, -0.50421], "symbols": ["P", "C", "H", "H", "H", "C", "H", "H", "H", "C", "H", "H", "H", "P", "C", "H", "H", "H", "C", "H", "H", "H", "C", "H", "H", "H", "P", "C", "H", "H", "H", "C", "H", "H", "H", "C", "H", "H", "H", "Tc", "C", "O", "C", "O", "C", "C", "C", "C", "C", "C", "H", "H", "H", "H", "H", "H", "C", "P", "C", "C", "C", "C", "C", "C", "C", "H", "H", "H", "H", "H", "H", "H", "H", "H", "H", "H"], "coordinates": [[-3.3813, -0.3798, 1.4998], [-3.5885, -1.6299, 2.8242], [-4.6482, -1.7425, 3.0742], [-3.0197, -1.2941, 3.6961], [-3.1606, -2.5729, 2.4755], [-4.6516, 0.8718, 1.9433], [-4.6053, 1.6522, 1.1786], [-4.3717, 1.3184, 2.9047], [-5.6506, 0.4219, 1.9926], [-4.0543, -1.2273, 0.0026], [-5.1574, -1.2130, -0.0012], [-3.6916, -2.2666, -0.0712], [-3.6673, -0.7019, -0.8910], [1.8641, -3.0417, -4.2013], [2.6771, -4.2352, -3.1023], [3.1166, -5.0250, -3.7267], [1.9255, -4.6153, -2.3943], [3.4180, -3.6849, -2.5026], [0.7795, -4.0417, -5.2446], [0.2463, -3.3658, -5.9290], [0.0064, -4.4955, -4.6071], [1.3902, -4.7821, -5.7744], [3.1735, -2.4746, -5.3099], [3.5957, -3.3533, -5.8083], [3.9008, -1.9086, -4.7103], [2.7438, -1.7617, -6.0262], [1.7800, 3.2539, 1.1335], [3.2665, 3.1662, 2.2125], [4.0982, 3.7172, 1.7438], [3.5164, 2.0998, 2.3343], [2.9969, 3.5877, 3.1941], [2.5739, 3.3605, -0.5306], [3.5351, 3.8839, -0.4564], [1.9301, 3.8539, -1.2709], [2.7622, 2.3424, -0.9025], [1.1865, 4.9661, 1.4666], [1.7864, 5.7225, 0.9355], [1.2008, 5.1281, 2.5570], [0.1365, 5.0038, 1.1258], [-0.2219, 0.2513, -2.3639], [-0.8681, -1.5977, -1.8185], [-1.2497, -2.6677, -1.5593], [1.7910, 0.1668, -2.0769], [2.9512, 0.1365, -1.9910], [0.4592, 1.3265, -3.9755], [-0.0999, 2.2164, -3.0342], [-1.4129, 2.0144, -2.6105], [-2.1087, 0.8604, -2.9545], [-1.5384, -0.0291, -3.8908], [-0.2919, 0.2528, -4.4560], [1.4757, 1.4388, -4.3601], [0.4959, 2.9967, -2.5900], [-1.8961, 2.7538, -1.9540], [-3.0486, 0.6307, -2.4665], [-2.0369, -0.9510, -4.2031], [0.0980, -0.3724, -5.2664], [2.5834, -0.2972, 3.2512], [1.0277, -0.0685, 2.2745], [0.6403, -1.8287, 1.8956], [-0.1468, 0.2163, 3.6632], [-1.0065, 1.3338, 3.5933], [-1.8816, 1.6064, 4.6409], [-1.9317, 0.7553, 5.7545], [-1.1016, -0.3736, 5.8113], [-0.2096, -0.6406, 4.7685], [2.4958, -1.1750, 3.9051], [2.7831, 0.6035, 3.8472], [3.4168, -0.4444, 2.5507], [1.0031, -2.4957, 2.6891], [-0.4384, -1.9622, 1.7513], [1.1413, -2.0800, 0.9528], [-0.9868, 1.9868, 2.7114], [-2.5298, 2.4900, 4.5971], [-2.6155, 0.9723, 6.5780], [-1.1415, -1.0459, 6.6727], [0.4414, -1.5168, 4.8292]]}

Per-record calculated total energy, hartree: -3284.1548; -4810.7153; -2574.0986
Per-record energy relative to the best compared isomer or geometry (same formula, charge and spin), eV: 0.068; 0.701; 0.766